Entry 1:
Here is the ion C6H7O2 with charge +1 at a distorted geometry from OMol25. Energies are from ωB97M-V/def2-TZVPD.

Atoms and positions in Å:
1 C 1.97928 -1.01708 0.03265
2 C 0.66520 -1.40066 0.21573
3 C 2.29119 0.34815 -0.11769
4 C 1.34595 1.28121 0.07150
5 C -0.20113 -0.35822 0.20932
6 C -2.81428 0.29046 -0.02674
7 O 0.03486 0.88103 0.20725
8 O -1.89682 -0.72566 0.04089
9 H 2.71415 -1.78749 -0.11827
10 H 0.39076 -2.38245 0.44739
11 H 3.23177 0.82681 -0.56528
12 H 1.54699 2.31869 -0.20771
13 H -3.75954 -0.07928 0.46436
14 H -3.07561 0.46690 -1.04539
15 H -2.45277 1.33758 0.39200

As for the net charge: +1. The calculation puts the gap between HOMO and LUMO at 0.30819 Eh.

Listed below, in e, are the Löwdin charges computed for each atom: C 0.066; C 0.072; C 0.002; C 0.031; C -0.057; C -0.151; O 0.166; O -0.081; H 0.143; H 0.139; H 0.176; H 0.167; H 0.121; H 0.073; H 0.134

Entry 2:
Here is a structure of composition C11H6NO5STeW from OMol25. Energies are from ωB97M-V/def2-TZVPD.

Atoms and positions in Å:
1 W -0.66307 1.20473 0.31151
2 O 2.16877 -3.98493 1.94637
3 C 1.54318 -2.89732 1.52566
4 C 0.56200 -2.90780 0.51906
5 C -0.00838 -1.70745 0.19549
6 N 0.32764 -0.58235 0.80077
7 C 1.28046 -0.55329 1.72916
8 C 1.91894 -1.68558 2.13961
9 C 1.53961 0.85888 2.20316
10 O 2.28643 1.18213 3.05444
11 O 0.74941 1.72475 1.47514
12 C -1.07515 -1.45561 -0.85013
13 O -1.53264 -2.25950 -1.58132
14 O -1.41746 -0.12917 -0.81202
15 H 1.87559 -4.78283 1.48775
16 H 0.26002 -3.81106 0.00360
17 H 2.68675 -1.65464 2.90056
18 Te -2.41335 2.96286 1.23703
19 C -1.95108 2.75899 -0.74594
20 C -0.65393 2.85910 -1.30520
21 C -0.66167 2.49569 -2.71483
22 C -1.88652 2.17593 -3.16016
23 S -3.11929 2.25830 -1.95234
24 H 0.11022 3.51160 -0.90106
25 H 0.22039 2.52789 -3.33693
26 H -2.14689 1.89066 -4.16936

As for the net charge: +1. The calculation puts the gap between HOMO and LUMO (spin up / spin down) at 0.23013 / 0.23010 Eh.

Listed below, in e, are the Löwdin charges computed for each atom: W 1.404; O 0.149; C -0.238; C 0.122; C -0.146; N -0.022; C -0.143; C 0.133; C -0.449; O 0.221; O -0.248; C -0.438; O 0.218; O -0.216; H 0.144; H 0.152; H 0.158; Te 1.061; C -1.215; C -0.370; C -0.173; C -0.378; S 0.957; H 0.113; H 0.117; H 0.088

Entry 3:
Here is the molecule CH2N4O at a distorted geometry from OMol25. Energies are from ωB97M-V/def2-TZVPD.

Atoms and positions in Å:
1 O 1.93307 -0.29389 -0.18241
2 C 0.62337 -0.19039 -0.01324
3 N -0.18261 -1.28328 -0.28314
4 N -1.36353 -0.90209 -0.03907
5 N -1.32117 0.38845 0.41893
6 N -0.03500 0.87165 0.34697
7 H 2.32551 0.58321 -0.03332
8 H -1.97964 0.82634 -0.21470

As for the SMILES: Oc1nn[nH]n1. The calculation puts the gap between HOMO and LUMO at 0.40557 Eh.

Listed below, in e, are the Löwdin charges computed for each atom: O 0.104; C -0.504; N 0.087; N 0.001; N -0.056; N 0.105; H 0.129; H 0.135

Entry 4:
Here is the molecule C5H6Cl2O from OMol25. Energies are from ωB97M-V/def2-TZVPD.

Atoms and positions in Å:
1 Cl 1.86773 -1.40462 0.11602
2 C 0.95379 0.06465 0.47735
3 Cl 1.64233 1.47379 -0.38852
4 C -0.50942 -0.06365 0.17718
5 C -1.17472 -1.09120 -0.33775
6 C -2.63063 -0.75469 -0.41952
7 O -2.75296 0.53334 0.17345
8 C -1.47889 1.04452 0.48447
9 H 1.10481 0.26549 1.53405
10 H -0.75905 -2.02492 -0.66658
11 H -3.25800 -1.45556 0.11929
12 H -2.98172 -0.72017 -1.46085
13 H -1.27356 1.93937 -0.12251
14 H -1.44056 1.35521 1.55095

As for the SMILES: ClC(Cl)C1=CCOC1. The calculation puts the gap between HOMO and LUMO at 0.37361 Eh.

Listed below, in e, are the Löwdin charges computed for each atom: Cl 0.607; C -1.035; Cl 0.584; C -0.333; C -0.019; C -0.176; O -0.107; C -0.184; H 0.065; H 0.099; H 0.118; H 0.126; H 0.117; H 0.138

For reference, energy above the lowest of the compared OMol25 structures with the same formula, charge and spin by record: 51.1, 0.0, 20.2, 8.4 kcal/mol.